# 1
# C18H42Cs3N6O10S

A molecular structure, C18H42Cs3N6O10S in a non-equilibrium geometry (ωB97M-V/def2-TZVPD, the Open Molecules 2025 dataset).

CARTESIAN COORDINATES (ANGSTROEM)
Cs -1.20759 -3.07515 2.31164
Cs 2.80791 -3.87930 -0.32608
Cs 2.55091 -1.65962 -4.25596
S 0.10061 -1.34739 -0.71526
O 0.89704 -1.48424 -1.94497
O 0.82021 -1.87655 0.45392
O -0.22116 0.01975 -0.37710
O -1.11190 -2.14354 -0.75930
C -0.88703 3.98128 0.21946
C -0.13608 3.36623 1.32714
O 0.12037 4.10494 2.27974
N 0.16077 2.04031 1.31662
C 0.58063 1.32192 2.53120
H -1.15999 3.15354 -0.43509
H -0.25790 4.76492 -0.20269
H -1.80167 4.23779 0.75400
H 0.18461 1.42965 0.51249
H 1.23052 1.83138 3.24268
H 1.21773 0.53850 2.12077
H -0.15929 0.83240 3.16443
C -4.22898 -2.18775 -0.38922
C -4.29515 -2.03474 -1.92439
O -5.28456 -2.35598 -2.55407
N -3.17309 -1.59623 -2.48616
C -2.99399 -1.12854 -3.86914
H -3.88311 -1.49364 0.37674
H -3.73860 -3.15376 -0.26899
H -5.28222 -2.35120 -0.16102
H -2.34504 -1.58668 -1.90793
H -3.85382 -0.65042 -4.33838
H -2.63948 -1.91676 -4.53332
H -2.14568 -0.44640 -3.92537
C 6.80718 -0.70581 -1.31161
C 5.32505 -0.89849 -1.10841
O 4.65385 -1.80872 -1.66799
N 4.73857 -0.03613 -0.27912
C 3.28883 0.10249 -0.13882
H 7.19324 0.01376 -0.58962
H 6.92286 -0.35176 -2.33600
H 7.35993 -1.64477 -1.28117
H 5.14385 0.85214 -0.02063
H 2.94672 0.82314 -0.88160
H 3.13702 0.55588 0.84071
H 2.75953 -0.84340 -0.25384
C -3.16406 2.05769 -2.61024
C -1.85459 2.57309 -3.15152
O -1.80702 3.62714 -3.67520
N -0.77106 1.82170 -2.72217
C 0.62916 2.04038 -3.28493
H -2.94317 1.13106 -2.08046
H -3.72748 1.76660 -3.49677
H -3.67347 2.71927 -1.90958
H -0.85840 1.10929 -2.01157
H 0.84669 1.27495 -4.02984
H 1.26133 1.83878 -2.42016
H 0.82799 3.03155 -3.69253
C 5.18933 -4.55958 3.87643
C 4.63130 -3.38335 3.18366
O 4.91562 -3.16208 2.02198
N 3.76677 -2.62181 3.83697
C 2.96482 -1.57029 3.17842
H 4.88790 -4.83368 4.88743
H 6.27226 -4.49764 3.76913
H 4.90133 -5.45682 3.32861
H 3.58246 -2.94236 4.77685
H 2.19509 -1.94963 2.50632
H 3.56390 -0.85838 2.61063
H 2.48816 -0.87449 3.86889
C -2.90511 1.19349 2.33745
C -4.32316 1.17846 1.89704
O -5.08742 0.31669 2.38258
N -4.69901 2.08360 0.98040
C -6.07539 2.23717 0.43589
H -2.78204 0.57543 3.22680
H -2.53805 2.19969 2.53979
H -2.36460 0.80142 1.47591
H -4.05346 2.83096 0.76866
H -6.56798 2.98327 1.05942
H -6.67641 1.32904 0.48239
H -6.19410 2.67615 -0.55472

<S²>: 0.75
Gap between HOMO and LUMO (spin up / spin down) (eV): 1.97 / 8.04
Total energy (eV): -61244.5462
2S+1: 2

Here are the Löwdin charges for atoms 1 to 8, given in e:
1 Cs 0.721
2 Cs 0.755
3 Cs 0.818
4 S 0.102
5 O -0.588
6 O -0.687
7 O -0.359
8 O -0.425


# 2
# C18H42INNbO

A molecular structure, C18H42INNbO in a non-equilibrium geometry (ωB97M-V/def2-TZVPD, the Open Molecules 2025 dataset).

CARTESIAN COORDINATES (ANGSTROEM)
C 2.56041 -2.46796 -2.98527
C 2.52041 -1.73693 -4.30205
N 3.12920 -2.32979 -5.26105
C 1.79899 -0.41104 -4.53843
Nb 1.14172 0.96627 -2.86668
I 0.52684 2.95966 -4.78631
C -1.02273 0.20348 -3.05127
C -0.97868 -1.29374 -2.88456
C -2.21459 -2.03851 -3.27675
O -0.93027 -2.05044 -4.03570
H 2.44627 -3.52602 -3.20633
H 3.54348 -2.33597 -2.54032
H 1.77808 -2.19474 -2.28994
H 3.02870 -1.76607 -6.10277
H 2.46805 0.19331 -5.15782
H 0.92825 -0.61673 -5.16531
H 0.49749 2.10790 -1.58643
H 2.82534 1.66476 -2.54845
H 1.48898 -0.18381 -1.53600
H -1.40992 0.37019 -4.05231
H -1.67376 0.55538 -2.25324
H -0.45249 -1.68483 -2.02152
H -2.82700 -1.63164 -4.06656
H -2.37599 -3.02724 -2.87161
C -1.62024 0.23575 1.45922
C -2.65247 -0.65246 0.76968
C -4.01369 0.01908 0.60000
C -4.71289 0.39631 1.90744
C -4.95211 -0.76742 2.86818
C -5.86542 -1.84747 2.29472
H -1.92577 0.50699 2.47241
H -0.66302 -0.28242 1.53166
H -1.46247 1.15344 0.88944
H -2.75759 -1.59181 1.32179
H -2.27659 -0.92320 -0.22042
H -4.66337 -0.63878 0.01514
H -3.88906 0.92433 -0.00141
H -5.67537 0.86014 1.66619
H -4.13320 1.16622 2.42381
H -5.40394 -0.37533 3.78398
H -3.99995 -1.21361 3.16659
H -6.84244 -1.43275 2.03694
H -6.02186 -2.64700 3.02123
H -5.44080 -2.29965 1.39777
C 1.50910 1.21605 4.31962
C 2.92383 0.80259 3.92312
C 3.75877 1.95584 3.36838
C 3.21049 2.58068 2.08378
C 3.02895 1.60823 0.91916
C 4.33619 0.97770 0.45304
H 0.94519 1.59246 3.46543
H 0.95776 0.36631 4.72653
H 1.53325 1.99719 5.08335
H 2.87634 -0.01292 3.19732
H 3.43228 0.39697 4.80330
H 4.77975 1.60318 3.19662
H 3.83792 2.73746 4.13270
H 3.88550 3.38508 1.77321
H 2.25077 3.06272 2.29233
H 2.58542 2.14697 0.08051
H 2.31616 0.82207 1.18301
H 5.04337 1.74498 0.12934
H 4.15498 0.31238 -0.39152
H 4.80950 0.38822 1.24304

Net charge: -1
Gap between HOMO and LUMO (eV): 6.95
Total energy (eV): -32531.5844

Here are the Löwdin charges for atoms 1 to 8, given in e:
1 C -0.092
2 C -0.509
3 N 0.078
4 C -0.376
5 Nb 1.033
6 I -0.098
7 C -0.364
8 C -0.511


# 3
# C18H42N4O5

9 unconnected molecules or ions with the total composition C18H42N4O5 in a non-equilibrium geometry (ωB97M-V/def2-TZVPD, the Open Molecules 2025 dataset).

CARTESIAN COORDINATES (ANGSTROEM)
C -15.65617 -9.65468 -8.03836
C -14.77961 -8.55093 -7.65589
O -15.59804 -7.53218 -7.16410
H -15.14098 -10.53111 -8.43146
H -16.40452 -9.35446 -8.77182
H -16.31534 -9.94745 -7.22114
H -14.20712 -8.14118 -8.48804
H -14.01322 -8.88929 -6.95858
H -16.08445 -7.99432 -6.47749
C -16.23363 -4.45853 -5.56443
C -17.44967 -4.11515 -4.76172
O -17.94599 -5.28088 -4.07381
H -16.58154 -4.90527 -6.49582
H -15.58057 -5.14553 -5.02624
H -15.62168 -3.59741 -5.83289
H -18.24851 -3.68255 -5.36405
H -17.16844 -3.41314 -3.97675
H -17.49442 -5.34164 -3.22884
C -10.73403 -2.91136 -9.84693
C -9.75548 -1.77729 -9.59258
O -10.45316 -0.73107 -8.94082
H -10.26220 -3.80917 -10.24619
H -11.49363 -2.71307 -10.60308
H -11.23563 -3.26400 -8.94573
H -9.35038 -1.48997 -10.56286
H -8.95092 -2.17966 -8.97705
H -9.83577 0.00406 -8.94334
C -14.58001 1.22121 -7.32718
C -13.74809 0.46284 -8.35463
O -12.59065 0.01407 -7.65964
H -14.95199 0.49856 -6.60087
H -15.39846 1.70334 -7.86176
H -13.98725 2.04637 -6.93241
H -13.58847 1.07050 -9.24534
H -14.28768 -0.44698 -8.61764
H -11.98660 -0.23467 -8.36310
C -14.51845 -3.33547 -10.10747
C -14.83859 -4.08945 -8.82076
O -15.03219 -5.46939 -9.09092
H -15.22891 -3.65085 -10.87160
H -13.49344 -3.57068 -10.39406
H -14.56895 -2.25195 -10.00005
H -15.70985 -3.63058 -8.35339
H -14.05603 -3.99830 -8.06751
H -15.15922 -5.94391 -8.26612
C -17.59788 -7.35762 -10.50143
C -18.64153 -6.40034 -10.89014
N -19.48422 -5.68523 -11.18056
H -17.59734 -8.19155 -11.20332
H -17.85090 -7.62761 -9.47616
H -16.60725 -6.90294 -10.49510
C -10.90370 -2.81621 -6.01637
C -10.07470 -3.93634 -6.50419
N -9.45052 -4.81187 -6.89194
H -11.89732 -2.98603 -6.43108
H -10.47467 -1.85479 -6.29870
H -10.94074 -2.96295 -4.93693
C -17.44018 -3.15351 -12.45558
C -17.01959 -4.53773 -12.85804
N -16.67261 -5.59203 -13.18492
H -16.73698 -2.44111 -12.88697
H -17.43496 -3.04196 -11.37131
H -18.43569 -2.85820 -12.78700
C -13.76117 -6.43098 -11.78645
C -14.34546 -7.73935 -12.12739
N -14.77139 -8.76492 -12.45382
H -13.23553 -5.86010 -12.55190
H -13.04673 -6.62702 -10.98692
H -14.63400 -5.90351 -11.40171

Gap between HOMO and LUMO (eV): 10.47
Total energy (eV): -35542.0269

Here are the Löwdin charges for atoms 1 to 8, given in e:
1 C -0.087
2 C -0.339
3 O -0.085
4 H 0.090
5 H 0.065
6 H 0.083
7 H 0.114
8 H 0.118


Look up the total energy of the first one.
-61244.5462 eV


Number 1 is which compound?
C18H42Cs3N6O10S


Which of these has the highest total energy?
C18H42INNbO


The lowest total energy belongs to which entry?
C18H42Cs3N6O10S